# 1
A structure of composition C19H20ClN6OPdS2, computed with wB97M-V/def2-TZVPD.

Computed properties:
total charge	-1
2S+1	3
Kohn-Sham gap (spin up / spin down)	5.94 / 6.28	eV
ΔE to the lowest compared entry with this formula, charge and spin	97.72	kJ/mol
HOMO (spin up / spin down)	-3.54 / -4.01	eV
⟨S²⟩	2.036

Cartesian coordinates (Å):
Pd 0.83 -0.35 -1.17
N -0.38 3.76 -2.22
C 0.31 2.63 -1.84
S 0.15 1.25 -2.89
N 1.02 2.74 -0.76
N 1.66 1.55 -0.38
C 2.61 1.76 0.45
C 3.48 0.77 1.08
C 4.43 1.29 1.98
C 5.33 0.49 2.65
C 5.29 -0.89 2.41
C 4.37 -1.43 1.55
C 3.40 -0.63 0.85
O 2.54 -1.20 0.10
H -0.66 3.80 -3.18
H -0.04 4.62 -1.81
H 2.80 2.80 0.71
H 4.44 2.36 2.13
H 6.04 0.92 3.34
H 5.99 -1.54 2.92
H 4.34 -2.50 1.36
C -5.10 1.51 2.89
C -4.72 0.22 2.17
C -3.25 0.12 1.92
N -2.69 0.46 0.82
N -1.32 0.35 0.83
C -0.88 -0.11 1.96
N 0.43 -0.36 2.21
S -2.12 -0.42 3.13
H -6.18 1.57 3.05
H -4.79 2.37 2.30
H -4.62 1.57 3.86
H -5.21 0.17 1.19
H -5.07 -0.65 2.74
H 1.04 -0.52 1.41
H 0.66 -0.88 3.04
Cl 1.82 -2.44 -3.21
C 0.09 -2.18 -3.29
C -0.48 -2.01 -4.53
C -1.83 -1.69 -4.63
C -2.59 -1.53 -3.47
C -2.02 -1.72 -2.24
C -0.65 -2.07 -2.08
C -0.09 -2.29 -0.79
H 0.14 -2.09 -5.41
H -2.28 -1.54 -5.61
H -3.63 -1.25 -3.54
H -2.60 -1.57 -1.34
H 0.79 -2.92 -0.70
H -0.79 -2.32 0.04

For reference, the natural (NBO) charges in units of e are: number 1, Pd, carries 0.764; number 2, N, carries -0.820; number 3, C, carries 0.280; number 4, S, carries -0.385; number 5, N, carries -0.453; number 6, N, carries -0.326; number 7, C, carries 0.126; number 8, C, carries -0.253; number 9, C, carries -0.143; number 10, C, carries -0.327; number 11, C, carries -0.207; number 12, C, carries -0.273; number 13, C, carries 0.391; number 14, O, carries -0.789; number 15, H, carries 0.383; number 16, H, carries 0.378; number 17, H, carries 0.170; number 18, H, carries 0.193; number 19, H, carries 0.196; number 20, H, carries 0.192; number 21, H, carries 0.199; number 22, C, carries -0.596; number 23, C, carries -0.440; number 24, C, carries 0.020; number 25, N, carries -0.243; number 26, N, carries -0.333; number 27, C, carries 0.237; number 28, N, carries -0.812; number 29, S, carries 0.265; number 30, H, carries 0.201; number 31, H, carries 0.218; number 32, H, carries 0.203; number 33, H, carries 0.232; number 34, H, carries 0.204; number 35, H, carries 0.441; number 36, H, carries 0.387; number 37, Cl, carries -0.002; number 38, C, carries -0.013; number 39, C, carries -0.243; number 40, C, carries -0.222; number 41, C, carries -0.235; number 42, C, carries -0.118; number 43, C, carries -0.166; number 44, C, carries -0.549; number 45, H, carries 0.219; number 46, H, carries 0.203; number 47, H, carries 0.205; number 48, H, carries 0.208; number 49, H, carries 0.231; number 50, H, carries 0.201

# 2
An isolated molecule of C2H6F2N2 at a distorted geometry, computed with wB97M-V/def2-TZVPD.

Computed properties:
SMILES	CC(NF)NF
Kohn-Sham gap	11.32	eV
ΔE to the lowest compared entry with this formula, charge and spin	421.22	kJ/mol
HOMO	-10.20	eV

Cartesian coordinates (Å):
C -0.09 -0.26 1.29
C 0.42 0.04 -0.10
N -0.37 -0.69 -1.03
F -0.07 -2.04 -0.97
N 0.14 1.46 -0.37
F 0.00 1.57 -1.81
H -0.96 0.43 1.58
H 0.62 -0.23 2.23
H -0.44 -1.32 1.25
H 1.53 -0.33 -0.18
H 0.04 -0.38 -1.90
H -0.82 1.76 0.02

For reference, the natural (NBO) charges in units of e are: number 1, C, carries -0.642; number 2, C, carries 0.018; number 3, N, carries -0.215; number 4, F, carries -0.265; number 5, N, carries -0.190; number 6, F, carries -0.289; number 7, H, carries 0.209; number 8, H, carries 0.232; number 9, H, carries 0.247; number 10, H, carries 0.183; number 11, H, carries 0.352; number 12, H, carries 0.359

# 3
A structure of composition C18H11Br2N2O5SW, computed with wB97M-V/def2-TZVPD.

Computed properties:
total charge	+1
2S+1	3
Kohn-Sham gap (spin up / spin down)	7.55 / 7.58	eV
ΔE to the lowest compared entry with this formula, charge and spin	0.00	kJ/mol
HOMO (spin up / spin down)	-11.25 / -11.73	eV
⟨S²⟩	2.011

Cartesian coordinates (Å):
W 0.03 0.02 0.79
Br 2.52 1.37 -1.35
C 2.68 -0.44 -0.91
C 3.72 -1.20 -1.42
C 3.82 -2.53 -1.02
C 2.89 -3.06 -0.13
C 1.88 -2.24 0.31
N 1.78 -0.96 -0.08
C 0.86 -2.67 1.33
O 0.77 -3.79 1.71
O 0.11 -1.64 1.78
H 4.43 -0.76 -2.09
H 4.62 -3.14 -1.40
H 2.93 -4.08 0.22
O 1.22 1.11 1.92
N 0.78 1.83 2.99
C 1.74 2.36 3.78
C 1.38 3.10 4.86
C 0.01 3.29 5.11
C -0.93 2.74 4.29
C -0.54 1.98 3.18
S -1.64 1.26 2.07
H 2.75 2.13 3.47
H 2.14 3.52 5.49
H -0.30 3.88 5.97
H -1.99 2.87 4.47
Br -4.79 -0.57 -6.30
C -3.73 -0.46 -4.76
C -3.13 0.75 -4.43
C -2.36 0.83 -3.29
C -2.18 -0.31 -2.50
C -2.78 -1.52 -2.83
C -3.56 -1.60 -3.97
C -1.36 -0.23 -1.29
O -1.12 -1.22 -0.53
O -0.81 0.88 -0.91
H -3.28 1.62 -5.06
H -1.88 1.76 -3.01
H -2.64 -2.38 -2.20
H -4.04 -2.52 -4.25

For reference, the natural (NBO) charges in units of e are: number 1, W, carries 1.806; number 2, Br, carries 0.172; number 3, C, carries 0.158; number 4, C, carries -0.244; number 5, C, carries -0.108; number 6, C, carries -0.187; number 7, C, carries 0.112; number 8, N, carries -0.543; number 9, C, carries 0.756; number 10, O, carries -0.491; number 11, O, carries -0.705; number 12, H, carries 0.257; number 13, H, carries 0.247; number 14, H, carries 0.269; number 15, O, carries -0.548; number 16, N, carries -0.009; number 17, C, carries 0.046; number 18, C, carries -0.240; number 19, C, carries -0.119; number 20, C, carries -0.219; number 21, C, carries 0.053; number 22, S, carries -0.008; number 23, H, carries 0.252; number 24, H, carries 0.254; number 25, H, carries 0.247; number 26, H, carries 0.256; number 27, Br, carries 0.118; number 28, C, carries -0.048; number 29, C, carries -0.232; number 30, C, carries -0.150; number 31, C, carries -0.157; number 32, C, carries -0.133; number 33, C, carries -0.245; number 34, C, carries 0.777; number 35, O, carries -0.674; number 36, O, carries -0.686; number 37, H, carries 0.241; number 38, H, carries 0.240; number 39, H, carries 0.242; number 40, H, carries 0.244

# 4
A cluster of 2 separate species, C2H3N3O2 in total at a distorted geometry, computed with wB97M-V/def2-TZVPD.

Computed properties:
Kohn-Sham gap	9.79	eV
ΔE to the lowest compared entry with this formula, charge and spin	648.68	kJ/mol
HOMO	-9.90	eV

Cartesian coordinates (Å):
C 1.51 -0.67 -0.32
C -0.56 0.17 -0.55
H -0.77 0.12 2.60
H 2.72 -0.67 -0.74
H -1.31 0.88 -2.08
N -0.45 -0.47 0.69
N 0.98 -0.84 0.88
N -1.55 0.86 -1.11
O -0.63 0.82 1.50
O 0.73 -0.10 -1.22

For reference, the natural (NBO) charges in units of e are: number 1, C, carries 0.362; number 2, C, carries 0.633; number 3, H, carries 0.486; number 4, H, carries 0.237; number 5, H, carries 0.358; number 6, N, carries -0.078; number 7, N, carries -0.339; number 8, N, carries -0.627; number 9, O, carries -0.535; number 10, O, carries -0.498

Q: Which of these has the lowest ΔE to the lowest compared entry with this formula, charge and spin?
A: C18H11Br2N2O5SW

Q: Among the records above, which one has the highest ΔE to the lowest compared entry with this formula, charge and spin?
A: C2H3N3O2